1.
This record from the OMol25 dataset describes 2 unconnected molecules or ions with the total composition C4H4N2OS at a distorted geometry. The level of theory is ωB97M-V/def2-TZVPD.

```
12
Properties=species:S:1:pos:R:3:forces:R:3
C -0.77067 -1.09125 -0.51629 1.00 -1.21 1.54
C -0.43793 -0.28475 0.55018 0.08 -1.14 1.43
C -0.54806 0.78292 -1.36918 2.10 3.23 2.33
C 1.94237 1.35969 1.93382 -1.17 2.36 -1.68
N -0.70412 -0.41559 -1.67423 -1.63 -2.39 -1.45
N -0.30713 0.95018 0.01434 -0.43 0.20 -1.53
O 2.81919 2.04066 2.26404 -0.76 -1.14 0.13
S -0.03284 2.38034 0.85434 2.04 -0.54 1.45
H -0.90527 -2.14593 -0.51589 -0.11 -0.56 0.13
H -0.13204 -0.47159 1.63631 -1.22 0.12 -1.82
H -0.25577 1.57156 -1.99921 -0.23 1.00 -0.80
H 1.67451 0.30860 1.73342 0.34 0.08 0.28
```
Forces are in eV/Å.

Summary:
HOMO-LUMO gap (spin up / spin down): 7.745 / 7.747 eV
LUMO (spin up / spin down): -0.692 / -0.690 eV
HOMO level (spin up / spin down): -8.44 / -8.44 eV



2.
This record from the OMol25 dataset describes 2 unconnected molecules or ions with the total composition C4H4N2S at a distorted geometry. The level of theory is ωB97M-V/def2-TZVPD.

```
11
Properties=species:S:1:pos:R:3:forces:R:3
C 1.68978 -0.36448 -0.62656 -1.68 0.28 -4.30
C 0.66847 -1.23769 -0.74575 1.48 2.36 -0.42
C 0.32302 -2.08065 0.28723 -0.57 -1.74 1.04
N -0.06371 -2.88043 1.01186 -0.07 -0.18 0.61
H 1.86776 0.33625 -1.54919 -0.09 -1.29 2.19
H 2.37413 -0.45151 0.14605 1.10 0.29 1.45
H -0.02175 -1.27084 -1.56112 -0.07 0.22 -0.56
N -3.96557 0.47192 1.12800 1.95 0.58 -2.53
C -3.15574 0.57047 0.19586 -2.00 -1.03 3.11
S -2.17739 0.53776 -1.01844 -0.14 0.41 -0.25
H -3.79727 0.22755 2.09728 0.09 0.11 -0.34
```
Forces are in eV/Å.

Summary:
HOMO-LUMO gap: 10.031 eV
LUMO: 0.197 eV
HOMO level: -9.83 eV



3.
This record from the OMol25 dataset describes a single C4H4N2S molecule at a distorted geometry. The level of theory is ωB97M-V/def2-TZVPD.

```
11
Properties=species:S:1:pos:R:3:forces:R:3
S -2.66901 0.38357 -1.38175 1.13 0.00 4.34
C -0.94424 -0.04149 -1.18625 -2.21 -1.04 0.42
C -0.16625 -0.10749 -0.08012 0.60 0.14 -2.55
C 1.25103 -0.48683 -0.01073 -2.33 -3.74 -4.25
C 1.57902 0.12349 1.06075 5.02 1.24 4.24
N 0.59726 0.92727 1.68921 -0.79 -1.40 -2.15
N -0.43644 0.72157 0.93786 -1.05 2.03 2.94
H -2.85394 0.41850 0.20908 0.27 0.24 -3.61
H -0.68026 -0.60226 -2.04147 0.86 -0.18 -1.02
H 1.70954 -1.34531 -0.64727 -0.54 2.15 1.36
H 2.61330 0.00897 1.45068 -0.97 0.55 0.28
```
Forces are in eV/Å.

Summary:
HOMO-LUMO gap: 8.317 eV
LUMO: -1.058 eV
HOMO level: -9.38 eV



4.
This record from the OMol25 dataset describes a single C4H4N2S molecule at a distorted geometry. The level of theory is ωB97M-V/def2-TZVPD.

```
11
Properties=species:S:1:pos:R:3:forces:R:3
C 0.17093 -2.10714 -0.40808 -3.48 3.55 1.94
C -0.60910 -1.22535 0.01811 3.36 -4.86 -1.42
C -1.43743 -0.30696 0.69350 -0.08 0.62 -1.13
N -1.15817 0.95013 0.67848 -1.11 -1.68 1.05
N -0.00975 1.34035 0.09397 -4.19 4.81 0.74
C 1.14036 0.88532 -0.18266 3.43 -0.57 -2.16
S 2.19371 1.71774 -1.11384 0.63 0.56 -0.09
H 0.89677 -2.82871 -0.65698 0.26 -0.33 -0.39
H -2.41762 -0.67971 0.98367 0.19 0.51 0.47
H -0.17503 2.35389 -0.11179 0.88 -1.22 -0.04
H 1.40533 -0.09956 0.00563 0.09 -1.39 1.02
```
Forces are in eV/Å.

Summary:
HOMO-LUMO gap: 7.776 eV
LUMO: -0.710 eV
HOMO level: -8.49 eV



5.
This record from the OMol25 dataset describes a single C4H4N2S molecule at a distorted geometry. The level of theory is ωB97M-V/def2-TZVPD.

```
11
Properties=species:S:1:pos:R:3:forces:R:3
C 0.08157 -1.47344 0.02209 0.54 -1.19 -0.62
N 1.12536 -0.83102 -0.30556 -0.67 -2.81 -1.55
C 1.49916 0.40525 -0.11339 -2.62 2.86 0.94
C 0.44893 1.35209 -0.05469 5.46 -1.10 0.39
N -0.81189 1.10975 0.09942 -4.81 -1.77 -0.03
C -1.82413 0.45441 0.09894 2.49 1.54 -0.09
S -3.10637 -0.40860 0.23649 -1.13 -0.47 0.10
H -0.44738 -1.32752 0.97195 -0.02 -0.09 -0.31
H -0.24639 -2.29334 -0.70182 0.38 0.84 1.38
H 2.54085 0.66863 -0.21330 -0.05 0.22 0.06
H 0.74029 2.34379 -0.04013 0.44 1.99 -0.28
```
Forces are in eV/Å.

Summary:
HOMO-LUMO gap (spin up / spin down): 7.618 / 7.619 eV
LUMO (spin up / spin down): -0.076 / -0.075 eV
HOMO level (spin up / spin down): -7.69 / -7.69 eV



6.
This record from the OMol25 dataset describes a single C4H4N2S3 molecule at a distorted geometry. The level of theory is ωB97M-V/def2-TZVPD.

```
13
Properties=species:S:1:pos:R:3:forces:R:3
C 0.67314 1.23140 0.34146 -1.54 0.48 2.80
C 0.34302 0.26168 -0.57488 -1.41 -1.34 1.82
C 0.07567 1.22455 1.59909 2.46 0.80 -3.69
C -0.63789 -0.68847 -0.16350 1.71 1.91 0.61
N -0.68631 0.22506 1.90405 -0.46 -1.88 -2.01
N -1.21551 -0.62926 1.01075 -0.66 -2.12 -0.81
S -1.06037 -2.00487 -1.17668 -0.46 -1.27 -1.54
S 0.81004 -1.59769 -4.13064 -0.15 1.38 -1.98
S 0.66583 -2.47103 -2.51681 -0.59 -1.08 3.09
H 1.26086 2.03660 0.08252 1.33 1.56 -0.51
H 0.78620 0.27060 -1.48921 0.96 -0.25 -2.50
H 0.10937 1.88084 2.38210 0.93 2.14 1.41
H -1.12406 0.26057 2.73176 -2.13 -0.31 3.32
```
Forces are in eV/Å.

Summary:
2S+1: 3
expectation value of S²: 2.02
HOMO-LUMO gap (spin up / spin down): 5.547 / 6.940 eV
LUMO (spin up / spin down): -0.479 / -1.913 eV
HOMO level (spin up / spin down): -6.03 / -8.85 eV



7.
This record from the OMol25 dataset describes a single C4H4N2Se2 molecule at a distorted geometry. The level of theory is ωB97M-V/def2-TZVPD.

```
12
Properties=species:S:1:pos:R:3:forces:R:3
C 0.92130 -1.41438 -0.73674 -3.01 1.65 1.72
C -0.37263 -1.51264 -0.14274 -0.65 -2.82 -0.38
C 1.15138 0.92329 -0.92640 0.55 1.51 -0.32
C -1.72397 0.27975 0.83402 0.76 0.77 0.26
N 1.38948 -0.27636 -0.94844 1.02 0.45 -0.21
N -1.01252 -0.47671 0.19129 -1.51 0.53 0.79
Se 2.06665 2.00041 0.31125 -0.49 0.96 -0.32
Se -2.79094 1.65420 0.11351 -0.33 -0.73 -1.16
H 1.29106 -2.27266 -1.03123 2.52 -3.85 -1.73
H -0.88465 -2.54016 -0.10830 0.75 1.71 0.03
H 2.32468 1.03894 1.35651 0.27 -0.69 0.37
H -2.35985 2.59632 1.08728 0.11 0.51 0.93
```
Forces are in eV/Å.

Summary:
HOMO-LUMO gap (spin up / spin down): 6.986 / 6.987 eV
LUMO (spin up / spin down): -0.402 / -0.402 eV
HOMO level (spin up / spin down): -7.39 / -7.39 eV



8.
This record from the OMol25 dataset describes a gas-phase ion, C4H4N3S (charge +1) at a distorted geometry. The level of theory is ωB97M-V/def2-TZVPD.

```
12
Properties=species:S:1:pos:R:3:forces:R:3
N -0.55575 -1.12584 2.78088 -0.16 0.50 1.82
N -0.29605 -1.36699 1.74682 0.23 0.24 -1.48
C -0.09710 -1.76278 0.49297 -0.23 -1.51 -1.47
C 0.43190 -0.92995 -0.51847 -0.14 -0.86 -0.33
N 0.95583 0.21524 -0.21748 1.61 0.15 0.36
C 0.73554 1.45389 -0.34082 3.65 -1.98 1.16
C -0.51418 1.80478 -0.84497 -3.94 2.48 0.04
S -1.72730 0.72419 -1.12593 1.15 1.59 -0.26
H -0.52931 -2.77230 0.36902 0.54 0.75 -0.39
H 0.63425 -1.26591 -1.61248 -0.66 0.16 2.03
H 1.59805 2.09517 0.01333 -1.48 -0.17 -0.66
H -0.63588 2.93050 -0.74288 -0.56 -1.34 -0.82
```
Forces are in eV/Å.

Summary:
charge: +1
HOMO-LUMO gap: 7.135 eV
LUMO: -6.419 eV
HOMO level: -13.55 eV



9.
This record from the OMol25 dataset describes a single C4H4N4O molecule at a distorted geometry. The level of theory is ωB97M-V/def2-TZVPD.

```
13
Properties=species:S:1:pos:R:3:forces:R:3
C 1.75811 0.97058 -0.96366 -1.51 -0.53 -0.32
N 1.00777 0.38586 -1.85068 3.41 2.99 -0.51
N 0.15083 -0.57638 -1.53274 -1.66 -0.74 -0.12
C -0.48301 -0.35396 -0.44363 1.37 -0.30 1.93
C -1.59971 -1.02302 0.10768 -3.28 1.40 3.86
N -1.86767 -0.56631 1.34032 3.08 -1.10 -1.58
O -0.67156 0.10212 1.77604 -1.79 0.00 0.19
N -0.00860 0.46790 0.62376 0.67 0.33 -3.52
C 1.47277 0.44690 0.53409 -1.04 -0.76 -1.54
H 2.42138 1.95249 -1.25484 -1.72 -2.91 0.89
H -2.48805 -1.58694 -0.16637 0.73 -0.14 -1.16
H 1.66846 -0.67026 0.70694 1.15 1.75 -0.09
H 1.90548 1.26724 1.03440 0.59 0.01 1.95
```
Forces are in eV/Å.

Summary:
HOMO-LUMO gap: 7.960 eV
LUMO: -0.602 eV
HOMO level: -8.56 eV



10.
This record from the OMol25 dataset describes 2 unconnected molecules or ions with the total composition C4H4NO at a distorted geometry. The level of theory is ωB97M-V/def2-TZVPD.

```
10
Properties=species:S:1:pos:R:3:forces:R:3
C 0.13211 -0.08683 -0.01591 2.02 -1.01 -1.73
C -2.10920 0.78567 0.65777 -1.63 -0.45 1.71
C -0.01716 0.91694 -0.89115 1.33 -1.56 1.68
C 3.01503 -2.02255 0.00189 -0.06 0.02 -0.09
N -1.03868 0.60883 0.06807 0.77 1.73 -1.98
O 3.93916 -2.37002 -0.52725 0.02 -0.02 0.07
H -2.14881 0.06866 1.44711 -0.99 -0.27 0.70
H -2.89790 1.51549 0.50692 0.53 0.11 -0.44
H 0.46024 1.62936 -1.59244 -1.04 -0.44 0.42
H 0.66520 -1.04555 0.34499 -0.95 1.89 -0.35
```
Forces are in eV/Å.

Summary:
charge: +1
HOMO-LUMO gap: 10.819 eV
LUMO: -4.807 eV
HOMO level: -15.63 eV